1.
Formula: H12NO4
Source: the OMol25 dataset
Level of theory: the ωB97M-V functional and the def2-TZVPD basis

## Properties
Total charge: +1

```
17
Properties=species:S:1:pos:R:3:forces:R:3:lowdin_charge:R:1
N -1.38020 0.50317 -0.22244 -0.9 -0.1 0.2 0.28
H -1.52077 1.47675 0.04068 -0.1 0.2 -0.1 0.11
H -1.96865 0.26458 -1.01702 0.2 0.3 -0.4 0.15
H -0.38394 0.41555 -0.45678 0.4 -0.6 -0.2 0.08
H -1.69349 -0.11001 0.53292 0.6 0.1 0.4 0.12
H -1.33556 0.68021 3.21074 0.1 -0.1 0.3 0.06
H -0.23797 -0.40357 2.98655 -0.1 0.1 0.2 0.06
O -0.90380 0.13364 2.54868 -0.1 0.0 -0.5 -0.04
H 2.35049 -3.39510 1.04039 0.1 0.0 0.1 0.04
H 2.30217 -4.20084 -0.25429 0.1 0.3 0.1 0.05
O 2.37540 -3.29546 0.08486 -0.2 -0.1 -0.2 -0.05
H 1.48375 -1.09591 -0.72610 0.2 0.1 0.1 0.04
H 1.22996 -0.59673 -2.12238 0.1 0.2 -0.1 0.07
O 1.23970 -0.28849 -1.20958 -0.3 -0.4 0.2 -0.05
H -1.07449 3.82359 -1.40451 -0.2 -0.2 0.4 0.07
H 0.11607 3.08369 -1.83785 0.3 -0.4 0.2 0.06
O -0.59866 3.00493 -1.19388 -0.1 0.6 -0.6 -0.05
```
Positions in Å, forces in eV/Å.


2.
Formula: H12NO4
Source: the OMol25 dataset
Level of theory: the ωB97M-V functional and the def2-TZVPD basis

## Properties
Total charge: +1

```
17
Properties=species:S:1:pos:R:3:forces:R:3:lowdin_charge:R:1
N -0.19819 1.00838 -0.32367 -0.9 0.1 1.3 0.28
H 0.19617 0.07995 -0.50489 0.7 0.3 0.1 0.11
H -0.10303 1.79367 -1.00808 -0.3 -0.5 -0.3 0.09
H 0.11595 1.37335 0.58873 0.8 -0.3 -0.2 0.11
H -1.17980 0.80571 -0.11999 -0.2 0.3 -0.6 0.15
H -1.30281 3.24677 -2.51456 -0.5 0.1 -0.5 0.07
H 0.16945 3.64668 -2.31576 0.0 0.2 -0.2 0.08
O -0.57130 3.18999 -1.90924 0.6 -0.2 0.5 -0.02
H 0.87542 -2.00758 1.37044 0.0 0.0 -0.2 0.07
H 0.41178 -2.28028 -0.05247 -0.4 -0.7 -0.3 0.03
O 0.89129 -1.65192 0.47262 0.2 0.7 0.3 -0.04
H 2.40568 2.19329 2.32885 0.2 0.4 -0.7 0.06
H 1.56530 1.07923 2.66982 -0.3 -0.4 -0.3 0.06
O 1.79954 1.58801 1.88085 0.0 -0.1 0.9 -0.05
H -2.72841 -4.52011 -0.14501 -0.5 -1.0 -0.3 0.03
H -1.17625 -4.62508 -0.53921 -0.1 -1.1 -0.4 0.02
O -1.87568 -4.11972 -0.15666 0.7 2.1 0.7 -0.04
```
Positions in Å, forces in eV/Å.


3.
Formula: H12NaO6
Source: the OMol25 dataset
Level of theory: the ωB97M-V functional and the def2-TZVPD basis

## Properties
Total charge: +1

```
19
Properties=species:S:1:pos:R:3:forces:R:3:lowdin_charge:R:1
Na -1.06707 13.25455 -12.03274 0.1 -0.3 -0.1 0.57
O -0.14571 11.06507 -13.62434 -0.3 0.3 0.4 -0.03
H 0.06373 11.12206 -14.55662 0.2 0.1 -0.3 0.06
H -0.56583 10.21080 -13.52455 0.0 -0.3 0.0 0.05
O -3.11127 12.31030 -13.34424 0.4 0.2 0.3 -0.03
H -4.05083 12.26871 -13.16608 -0.3 0.2 0.1 0.06
H -2.93385 11.53624 -13.87865 0.1 -0.2 -0.2 0.04
O -0.69291 11.43836 -10.29966 0.1 0.5 -0.4 -0.03
H -1.07519 10.58404 -10.50022 0.0 -0.3 -0.1 0.06
H -1.06580 11.67472 -9.45035 0.0 0.0 0.3 0.05
O -3.04087 14.05465 -10.01727 0.4 -0.1 -0.5 -0.02
H -3.71748 13.48334 -9.65391 -0.3 -0.1 0.1 0.06
H -2.33737 14.03623 -9.36844 0.0 0.1 0.3 0.02
O 0.27929 14.87834 -10.18366 -0.4 -0.3 -0.5 -0.02
H -0.14486 14.81262 -9.32809 0.0 0.2 0.3 0.05
H 1.21308 14.78200 -9.99663 0.3 0.0 0.2 0.05
O 1.68919 13.48179 -12.65125 -0.6 0.0 -0.1 -0.02
H 2.00127 12.75383 -12.11375 0.2 -0.4 0.1 0.05
H 1.79635 14.25368 -12.09544 0.2 0.3 0.0 0.03
```
Positions in Å, forces in eV/Å.


4.
Formula: H12O5S
Source: the OMol25 dataset
Level of theory: the ωB97M-V functional and the def2-TZVPD basis

## Properties
Total charge: 0
SMILES: O.O.O.O.O.S

```
18
Properties=species:S:1:pos:R:3:forces:R:3:lowdin_charge:R:1
O 1.13661 -2.23483 1.04119 0.4 1.0 0.4 -0.07
H 1.06969 -2.13233 1.99869 -0.1 -0.5 0.1 0.04
H 1.63122 -1.40554 0.84696 -0.4 -0.5 -0.5 0.01
O -1.75016 -1.25343 0.81333 0.0 -0.2 0.2 -0.09
H -0.87414 -1.58675 1.05541 0.0 -0.1 -0.3 0.00
H -1.68184 -1.03732 -0.12568 -0.1 0.2 0.3 -0.01
O 2.21697 0.43716 0.55822 0.1 1.1 0.8 -0.08
H 2.11233 0.87182 1.42570 0.0 -0.6 -0.1 0.05
H 2.10327 1.22473 0.00878 -0.1 -0.5 -0.5 0.04
O -1.71991 0.47230 -1.45250 -2.0 0.5 0.5 -0.08
H -1.79277 -0.27006 -2.05677 0.9 0.2 0.1 0.05
H -0.87638 0.72109 -1.07006 0.6 -0.8 -0.9 -0.01
O 0.73797 0.63887 -2.19971 0.8 0.4 -0.1 -0.05
H 1.43517 1.10201 -2.68022 -0.1 -0.1 0.0 0.06
H 0.42489 -0.03735 -2.80184 0.0 -0.1 -0.1 0.05
S -1.00758 1.93205 1.75252 0.5 0.6 0.6 0.54
H -1.49434 1.62443 0.57562 -0.4 -0.1 -0.7 -0.25
H -1.67100 0.93315 2.31035 -0.2 -0.4 0.2 -0.21
```
Positions in Å, forces in eV/Å.


5.
Formula: H12O5S2
Source: the OMol25 dataset
Level of theory: the ωB97M-V functional and the def2-TZVPD basis

## Properties
Total charge: 0
SMILES: SS.O.O.O.O.O

```
19
Properties=species:S:1:pos:R:3:forces:R:3:lowdin_charge:R:1
S 1.85453 -1.57908 -1.01537 -0.1 -0.6 -1.2 0.30
S 2.66790 -1.85322 0.83567 0.0 0.3 0.9 0.29
H 2.83188 -2.18862 -1.70379 0.2 0.2 0.1 -0.19
H 2.05754 -0.74417 1.34567 0.4 -0.4 -0.1 -0.20
O 1.27286 1.41563 -0.79305 -0.2 0.4 -1.0 -0.13
H 1.69076 2.03809 -1.42732 -0.5 -0.7 0.7 0.07
H 0.62206 0.88611 -1.31140 0.5 0.6 0.4 0.00
O -2.51720 1.67928 1.09457 -0.6 0.5 1.7 -0.02
H -2.27720 1.45894 0.22598 0.7 -0.6 -2.1 -0.02
H -3.37152 2.10833 0.99176 0.0 0.0 0.2 0.05
O -1.44180 0.14106 -1.59464 0.6 -0.9 0.1 -0.09
H -1.16060 -0.69583 -1.12690 -0.4 1.0 -0.5 0.03
H -1.42352 -0.02747 -2.55336 0.0 -0.1 0.7 0.06
O 0.42133 0.91781 1.89075 1.1 -0.5 -0.5 -0.07
H -0.48940 0.97929 1.63653 -1.1 0.3 0.1 -0.01
H 0.86747 1.08876 1.03555 0.0 0.2 0.4 0.00
O -0.51851 -1.70258 0.48850 0.2 2.2 1.0 -0.15
H -0.78053 -2.59236 0.59495 -0.3 -1.5 0.4 0.03
H -0.30607 -1.32998 1.38592 -0.3 -0.5 -1.2 0.06
```
Positions in Å, forces in eV/Å.


6.
Formula: H12O5S2
Source: the OMol25 dataset
Level of theory: the ωB97M-V functional and the def2-TZVPD basis

## Properties
Total charge: 0
SMILES: SS.O.O.O.O.O

```
19
Properties=species:S:1:pos:R:3:forces:R:3:lowdin_charge:R:1
S 2.17859 1.84147 0.36032 -0.6 -0.6 0.0 0.22
S 4.19842 1.97237 0.00580 0.2 -0.1 -0.1 0.22
H 1.77991 3.00425 -0.14308 0.1 0.4 0.0 -0.21
H 4.48763 1.60075 1.25376 0.3 0.2 0.2 -0.22
O -2.71498 -2.93421 -5.36322 -1.7 -0.7 0.2 -0.03
H -2.59559 -2.20169 -5.94330 0.6 0.7 -0.5 0.02
H -1.91094 -3.18532 -4.94730 1.1 0.0 0.3 0.02
O -2.97789 -2.16795 4.27016 0.0 0.1 0.0 -0.06
H -2.88596 -1.47272 4.92617 0.1 0.0 0.2 0.03
H -3.14951 -1.66718 3.46692 -0.1 -0.1 -0.2 0.04
O 3.54904 -1.54416 -2.86680 0.3 0.4 1.6 -0.08
H 3.60416 -1.16857 -1.94989 -0.3 -0.2 -1.3 0.05
H 4.21647 -2.23623 -2.80221 0.0 -0.1 -0.3 0.03
O -2.89639 1.20103 -1.24900 -0.1 0.0 -0.2 -0.06
H -3.04301 0.99795 -2.17911 0.2 0.0 0.0 0.03
H -3.78827 1.35032 -0.92374 0.0 0.0 0.2 0.03
O -5.91930 -1.30049 4.31313 -0.5 0.9 -0.1 -0.06
H -5.48140 -2.09055 4.60271 0.5 -0.6 0.3 0.01
H -5.98481 -0.72756 5.09000 0.0 -0.3 -0.2 0.04
```
Positions in Å, forces in eV/Å.


| no. | electronic energy (a.u.) | LUMO (eV) |
| --- | --- | --- |
| 1 | -362.6940 | -3.088 |
| 2 | -362.6830 | -3.059 |
| 3 | -620.7870 | -3.468 |
| 4 | -781.5513 | 0.103 |
| 5 | -1179.7528 | 0.181 |
| 6 | -1179.7282 | 0.298 |